(1)
DFT (ωB97M-V/def2-TZVPD) results for a 3-piece molecular cluster, C13H16Br2ClF2O6 overall.

LUMO level in eV: 2.51
HOMO energy in eV: -2.429

Geometry as ORCA input:
```
! RIJCOSX wB97M-V def2-TZVPD def2/J DEFGRID3
* xyz -1 1
C -3.778 3.927 2.627
C -3.001 2.762 2.004
Br -3.292 1.043 2.843
C -2.163 2.874 0.989
Br -1.998 4.761 0.300
C -1.355 1.844 0.357
C -2.198 0.702 -0.247
C -1.595 0.104 -1.561
C -1.786 -1.439 -1.513
Cl -0.343 -2.208 -0.696
H -4.581 4.271 1.968
H -3.060 4.723 2.845
H -4.215 3.589 3.576
H -0.753 1.395 1.166
H -3.260 0.950 -0.393
H -2.176 -0.134 0.480
H -2.152 0.453 -2.441
H -0.518 0.271 -1.636
H -2.702 -1.723 -0.990
H -1.816 -1.886 -2.513
C 1.502 -4.787 -1.976
C 0.849 -6.117 -1.721
O 1.885 -7.038 -2.021
C 3.060 -6.395 -1.758
O 4.109 -6.938 -1.644
O 2.869 -5.059 -1.636
F -0.189 -6.335 -2.567
H 1.442 -4.489 -3.024
H 1.090 -3.991 -1.359
H 0.516 -6.266 -0.692
C 3.094 3.806 1.811
C 3.499 2.401 1.445
O 2.549 2.045 0.468
C 2.171 3.210 -0.151
O 1.595 3.268 -1.175
O 2.560 4.296 0.584
F 3.380 1.557 2.504
H 2.319 3.824 2.580
H 3.935 4.414 2.141
H 4.504 2.316 1.025
*
```


(2)
DFT (ωB97M-V/def2-TZVPD) results for a 9-piece molecular cluster, C43H110N6O14 overall.

Expectation value of S²: 0.75
LUMO level (spin up / spin down) in eV: -2.57 / -7.47
HOMO energy (spin up / spin down) in eV: -9.697 / -9.697

Geometry as ORCA input:
```
! RIJCOSX wB97M-V def2-TZVPD def2/J DEFGRID3
* xyz 1 2
C 3.564 0.610 -1.378
O 3.168 -0.182 -0.244
C 3.243 0.559 1.052
C 2.979 -0.384 2.272
N 1.530 -0.687 2.401
C 1.147 -2.006 1.900
C -0.267 -2.302 2.271
O -1.180 -1.653 1.375
C -2.540 -1.800 1.831
H 3.210 0.104 -2.277
H 4.634 0.417 -1.453
H 3.324 1.667 -1.496
H 2.618 1.436 1.217
H 4.267 0.934 1.059
H 3.350 0.116 3.166
H 3.409 -1.385 2.232
H 1.017 0.126 2.090
H 1.684 -2.860 2.313
H 1.254 -2.152 0.825
H -0.459 -1.835 3.237
H -0.423 -3.381 2.277
H -2.693 -2.878 1.781
H -3.227 -1.292 1.154
H -2.761 -1.741 2.896
C 1.997 3.914 2.833
O 2.938 4.908 3.015
C 3.245 5.194 4.396
C 4.667 5.745 4.474
N 5.597 4.644 4.174
C 7.024 4.986 4.473
C 7.998 3.807 4.603
O 7.435 2.871 5.515
C 7.353 1.516 5.056
H 2.257 3.068 3.468
H 2.042 3.512 1.821
H 1.036 4.363 3.085
H 2.989 4.471 5.170
H 2.502 5.940 4.678
H 4.751 5.854 5.555
H 4.829 6.641 3.875
H 5.256 3.793 4.598
H 7.183 5.640 5.330
H 7.402 5.572 3.635
H 9.051 3.916 4.860
H 8.055 3.322 3.628
H 7.045 0.877 5.884
H 8.333 1.133 4.774
H 6.711 1.406 4.182
C -1.413 1.852 1.969
O -0.262 2.322 1.118
C -0.287 1.998 -0.247
C -0.228 0.498 -0.630
N -0.106 0.426 -2.074
C -0.217 -0.993 -2.475
C 0.026 -1.057 -4.024
O 1.504 -0.872 -4.226
C 1.898 -0.761 -5.542
H -1.132 1.856 3.022
H -1.693 0.823 1.743
H -2.323 2.428 1.804
H 0.552 2.503 -0.726
H -1.150 2.396 -0.780
H -1.130 0.005 -0.267
H 0.589 -0.098 -0.222
H 0.840 0.730 -2.258
H -1.179 -1.373 -2.131
H 0.464 -1.603 -1.881
H -0.481 -0.152 -4.356
H -0.263 -1.983 -4.520
H 1.754 -1.628 -6.187
H 2.937 -0.475 -5.710
H 1.338 0.094 -5.921
C -3.016 1.162 6.230
O -3.704 2.077 5.350
C -4.471 1.426 4.312
C -5.580 0.586 4.949
N -6.283 1.355 5.973
C -7.190 0.574 6.834
C -6.556 -0.483 7.683
O -6.132 -1.674 7.016
C -6.280 -2.888 7.929
H -3.618 0.734 7.032
H -2.383 1.846 6.797
H -2.460 0.409 5.671
H -3.832 0.929 3.582
H -5.046 2.179 3.773
H -5.207 -0.351 5.363
H -6.291 0.218 4.209
H -5.759 2.145 6.320
H -8.038 0.239 6.236
H -7.689 1.295 7.481
H -7.337 -0.684 8.416
H -5.713 -0.012 8.188
H -5.793 -3.647 7.318
H -7.292 -3.164 8.228
H -5.648 -2.671 8.790
C -2.733 -9.586 -4.959
O -3.186 -8.281 -5.107
C -3.240 -7.644 -3.826
C -1.862 -7.417 -3.166
N -1.124 -6.522 -4.003
C -0.031 -6.186 -3.119
C 1.090 -5.503 -3.948
O 1.727 -6.417 -4.833
C 2.730 -5.866 -5.683
H -3.313 -10.101 -4.193
H -1.679 -9.641 -4.686
H -2.783 -10.102 -5.919
H -4.039 -7.952 -3.152
H -3.725 -6.711 -4.113
H -1.207 -8.286 -3.117
H -2.075 -7.106 -2.143
H -0.766 -6.785 -4.911
H 0.428 -7.038 -2.617
H -0.407 -5.577 -2.297
H 1.857 -5.071 -3.305
H 0.698 -4.644 -4.492
H 3.535 -5.389 -5.124
H 2.589 -5.110 -6.456
H 3.312 -6.688 -6.098
C -4.823 5.516 3.980
C -5.358 5.338 2.578
C -4.213 4.791 1.735
O -4.625 4.696 0.386
C -3.662 4.039 -0.384
N -6.519 4.496 2.552
H -5.531 6.092 4.576
H -3.970 6.194 3.947
H -4.542 4.578 4.458
H -5.657 6.302 2.165
H -3.885 3.822 2.110
H -3.253 5.289 1.874
H -2.676 4.109 0.076
H -3.764 4.412 -1.403
H -3.974 2.995 -0.408
H -6.196 3.577 2.821
H -6.939 4.433 1.636
C 2.825 3.131 -5.436
C 4.382 3.292 -5.371
C 5.110 3.557 -6.737
O 4.635 4.386 -4.603
H 2.581 2.182 -5.912
H 2.204 3.899 -5.897
H 2.409 3.128 -4.429
H 4.755 2.435 -4.810
H 5.792 4.408 -6.729
H 4.434 3.683 -7.583
H 5.684 2.715 -7.123
H 4.996 4.103 -3.759
C 2.846 -4.511 -0.572
C 4.073 -3.639 -0.834
C 4.198 -2.883 -2.134
O 3.876 -2.677 0.126
H 1.951 -3.922 -0.771
H 2.772 -4.857 0.459
H 2.785 -5.356 -1.258
H 4.990 -4.146 -0.534
H 4.806 -3.545 -2.751
H 4.748 -1.943 -2.084
H 3.209 -2.684 -2.546
H 3.321 -2.068 -0.367
C -3.338 0.829 -7.301
C -1.931 0.954 -7.962
C -1.096 -0.306 -7.478
O -2.200 0.949 -9.341
H -3.344 0.728 -6.216
H -3.850 -0.104 -7.540
H -4.014 1.644 -7.559
H -1.428 1.867 -7.641
H -1.473 -1.259 -7.850
H -1.178 -0.246 -6.392
H -0.040 -0.249 -7.742
H -2.961 0.384 -9.495
*
```


Number 1: total energy -6764.33308 hartree. Number 2: total energy -3085.42772 hartree.